77
Properties=species:S:1:pos:R:3:forces:R:3 method="wB97M-V/def2-TZVPD" smiles="O=C(F)C[C@@]1(B(O)O)CCNC1=O.O=S1(=O)OCCO1.O=S1(=O)OCCO1.O=S1(=O)OCCO1.O=S1(=O)OCCO1.O=S1(=O)OCCO1" lumo_energy_ev=0.03 e_tot_ha=-4603.227308 charge=0 orbital_gap_ev=9.658 homo_ev=-9.6
O 4.147 4.409 0.367 0.6 0.2 0.1
C 3.353 3.574 0.123 -0.7 0.3 0.1
F 3.677 2.482 -0.589 0.0 -0.1 0.1
C 1.896 3.624 0.540 0.3 -0.5 -0.8
C 1.212 4.930 0.070 -0.3 -0.3 0.3
B -0.261 4.443 -0.341 -0.6 0.3 -0.1
O -1.239 4.227 0.612 1.2 2.0 -0.5
O -0.555 4.183 -1.672 -0.2 0.3 0.4
C 1.338 6.056 1.109 1.5 0.2 0.2
C 1.276 7.390 0.324 0.0 -0.7 -0.5
N 1.253 6.933 -1.090 0.4 0.1 0.0
C 1.747 5.622 -1.175 -0.1 0.3 0.2
O 2.405 5.199 -2.093 -0.2 -0.2 0.2
H 1.863 3.535 1.629 -0.1 0.1 -0.1
H 1.392 2.746 0.123 0.1 0.0 0.1
H -1.789 5.017 0.698 -0.2 -0.3 0.1
H -0.741 4.992 -2.164 0.3 -0.2 -0.3
H 0.786 5.963 2.046 -0.6 0.1 -0.4
H 2.387 6.019 1.434 -0.2 -0.2 0.1
H 2.230 7.919 0.393 -0.4 0.3 0.7
H 0.429 8.019 0.598 0.1 0.0 -0.3
H 1.793 7.545 -1.692 -0.3 -0.1 -0.2
O -2.076 2.299 1.241 -0.7 -1.5 1.0
S -3.437 1.919 1.343 -0.1 -0.5 -0.6
O -4.302 2.481 2.322 0.2 0.2 0.1
O -3.509 0.313 1.451 0.2 0.2 -0.1
C -4.316 -0.214 0.386 -0.5 -0.1 -0.1
C -4.154 0.778 -0.741 0.4 -0.1 -0.2
O -4.126 2.065 -0.087 -0.3 -0.1 0.5
H -5.351 -0.262 0.732 0.0 0.0 0.0
H -3.981 -1.210 0.110 0.2 0.0 0.1
H -4.968 0.734 -1.456 0.0 0.3 0.0
H -3.210 0.639 -1.260 0.0 0.0 0.0
O -0.362 0.219 7.443 0.0 -0.1 0.2
S -1.728 -0.002 7.128 -0.1 0.1 -0.4
O -2.666 -0.412 8.108 0.1 0.1 0.2
O -1.793 -1.010 5.882 0.2 0.2 0.0
C -2.510 -0.406 4.795 -0.5 0.0 -0.1
C -2.276 1.078 4.963 0.4 0.1 -0.4
O -2.307 1.291 6.382 -0.2 -0.4 0.1
H -3.568 -0.657 4.899 0.0 0.0 0.0
H -2.143 -0.780 3.843 0.2 -0.1 0.1
H -3.035 1.679 4.468 -0.1 0.1 0.2
H -1.288 1.368 4.598 0.0 0.0 -0.1
O -3.697 -1.013 -2.757 -0.3 -0.2 -0.2
S -3.346 -2.171 -3.513 0.6 -0.3 0.1
O -4.204 -2.694 -4.511 -0.2 0.3 0.0
O -2.964 -3.324 -2.478 0.0 0.4 0.0
C -1.620 -3.786 -2.724 0.2 -0.4 -0.3
C -0.911 -2.586 -3.300 0.0 0.5 0.5
O -1.900 -1.953 -4.142 -0.3 -0.3 0.0
H -1.664 -4.607 -3.441 0.0 0.0 0.0
H -1.163 -4.135 -1.804 -0.2 0.1 0.1
H -0.041 -2.852 -3.875 -0.2 0.1 -0.3
H -0.629 -1.876 -2.519 0.0 -0.1 0.0
O 1.101 -4.546 -3.623 0.2 -0.1 0.1
S 2.501 -4.492 -3.374 0.3 -0.3 -0.2
O 3.021 -3.967 -2.167 -0.2 0.0 0.0
O 3.198 -3.757 -4.613 -0.3 -0.2 0.0
C 4.187 -4.613 -5.202 0.5 -0.1 0.1
C 3.686 -6.015 -4.932 -0.3 -0.1 -0.4
O 3.125 -5.944 -3.614 0.2 0.3 0.1
H 5.141 -4.425 -4.706 0.0 0.0 0.0
H 4.284 -4.402 -6.264 -0.2 0.2 0.0
H 4.477 -6.758 -4.969 0.0 0.0 0.3
H 2.891 -6.296 -5.626 0.0 0.0 0.0
O 0.494 -3.627 -0.260 -0.2 -0.2 0.0
S 1.421 -4.384 0.508 0.4 0.3 0.3
O 1.701 -5.742 0.219 -0.1 0.0 -0.3
O 1.006 -4.254 2.052 -0.1 0.3 -0.2
C 2.095 -3.718 2.814 0.4 -0.2 0.2
C 2.855 -2.854 1.832 -0.3 0.4 0.1
O 2.801 -3.581 0.599 -0.1 -0.3 0.3
H 2.706 -4.549 3.171 0.0 0.0 0.0
H 1.721 -3.154 3.664 -0.2 0.0 -0.1
H 3.887 -2.688 2.130 0.1 -0.2 -0.2
H 2.362 -1.891 1.682 0.0 0.0 0.1


63
Properties=species:S:1:pos:R:3:forces:R:3 method="wB97M-V/def2-TZVPD" lumo_energy_ev=-4.95 e_tot_ha=-6080.657067 charge=+1 orbital_gap_ev=7.673 relative_energy_kj_mol=150.4 homo_ev=-12.6
Mg -21.593 6.507 -8.734 1.4 -0.4 -2.4
Mg -19.546 5.382 -11.146 0.4 1.2 0.1
C -18.603 9.509 -10.035 -0.2 -1.0 1.2
C -19.469 8.240 -9.936 1.6 -1.7 -3.7
O -20.455 8.034 -9.214 -1.5 0.8 2.4
O -19.133 7.311 -10.765 0.1 0.8 0.6
H -18.154 9.587 -9.044 -0.2 0.6 0.3
H -19.167 10.404 -10.294 0.0 -0.2 0.1
H -17.732 9.344 -10.669 -0.6 -0.1 -0.4
C -18.470 3.769 -7.816 -0.2 -0.1 0.5
C -18.990 4.332 -9.107 2.6 -1.2 -0.6
O -18.351 4.154 -10.196 -0.5 -0.5 1.5
O -19.999 5.068 -9.159 -2.7 1.5 1.2
H -17.483 4.174 -7.593 0.0 0.1 -0.2
H -18.353 2.685 -7.815 -0.1 0.0 -0.4
H -19.128 4.000 -6.978 -0.1 0.1 -0.1
C -23.579 5.203 -12.537 0.7 -0.1 1.5
C -22.354 5.407 -11.534 -1.7 0.7 -0.7
O -21.240 5.012 -11.861 0.8 -0.9 -1.3
O -22.504 6.076 -10.449 -0.8 -0.2 0.6
H -24.421 4.864 -11.933 -0.2 0.5 0.0
H -23.484 4.448 -13.317 0.9 0.0 0.3
H -23.782 6.148 -13.041 -0.1 0.1 0.3
Cl -20.307 -1.140 -11.318 0.1 -0.1 -0.3
C -21.077 -0.596 -9.824 -0.9 0.6 -0.4
C -21.093 0.946 -9.694 1.1 -1.0 1.3
Cl -21.897 1.896 -10.986 0.3 -0.6 0.7
H -20.599 -1.147 -9.015 0.3 0.7 0.2
H -22.111 -0.940 -9.800 0.0 -0.1 -0.4
H -20.078 1.312 -9.537 0.2 0.1 -0.8
H -21.494 1.112 -8.694 -0.9 0.4 -0.2
Cl -17.018 4.522 -2.709 -0.7 0.3 -0.5
C -18.344 4.691 -3.916 0.1 0.4 -0.5
C -19.742 4.962 -3.298 0.8 -1.3 -1.3
Cl -19.837 6.598 -2.722 -0.1 0.8 0.5
H -18.182 3.953 -4.702 -0.8 -1.5 0.9
H -18.139 5.447 -4.674 0.3 1.4 1.0
H -20.048 4.259 -2.523 0.4 0.1 0.1
H -20.471 4.865 -4.103 0.0 0.0 0.0
Cl -15.502 2.978 -5.565 0.2 0.6 0.0
C -16.237 1.374 -5.420 0.7 -0.3 0.9
C -16.691 1.119 -3.970 -0.6 0.0 -0.1
Cl -17.752 -0.295 -3.972 -0.6 -0.8 -0.2
H -15.419 0.683 -5.622 -0.3 -0.1 -0.3
H -16.997 1.320 -6.199 -0.2 -0.3 0.5
H -17.305 1.888 -3.503 0.4 0.3 -0.4
H -15.912 0.835 -3.262 0.4 0.4 -0.5
Cl -17.732 5.376 -12.779 -0.3 -0.4 -0.8
C -16.162 5.705 -13.473 2.6 0.5 0.3
C -15.442 6.839 -12.734 -0.6 0.8 -0.4
Cl -13.897 7.212 -13.548 -0.1 -0.3 0.0
H -16.231 5.917 -14.540 -0.3 -0.1 0.2
H -15.486 4.869 -13.292 -0.6 -0.5 -0.4
H -15.216 6.620 -11.690 -0.2 -0.2 -0.2
H -16.041 7.746 -12.814 0.1 0.0 0.3
Cl -23.318 0.078 -6.417 -0.3 -0.2 -0.2
C -23.208 0.886 -4.838 2.2 0.0 0.0
C -21.671 0.897 -4.442 -1.2 0.3 0.4
Cl -20.717 2.207 -5.267 -0.4 -0.7 0.1
H -23.715 0.312 -4.063 -0.2 0.0 -0.3
H -23.641 1.873 -5.002 0.2 -0.1 0.5
H -21.217 -0.079 -4.615 0.0 0.2 -0.6
H -21.555 1.040 -3.368 -0.1 0.5 -0.1


54
Properties=species:S:1:pos:R:3:forces:R:3 method="wB97M-V/def2-TZVPD" spin_multiplicity=5 lumo_energy_ev="-11.14 / -12.44" e_tot_ha=-4943.116379 charge=+3 orbital_gap_ev="6.267 / 4.922" s_squared=6.08 homo_ev="-17.4 / -17.4"
C 1.330 -0.539 -6.258 -0.6 -0.2 -0.4
C 1.300 -0.372 -4.707 4.2 2.3 0.7
H 2.396 -0.524 -6.577 -0.7 -0.1 0.5
H 0.790 0.274 -6.813 0.4 -0.2 1.1
H 0.812 -1.440 -6.638 0.4 0.2 0.7
O 2.218 0.104 -4.040 -4.1 -2.2 -1.9
Cl -2.026 -0.256 -4.763 0.4 -0.1 0.7
Pd -0.156 -0.479 -3.256 -1.3 0.3 -0.3
P -0.353 1.548 -1.809 0.0 1.3 0.3
C 0.862 1.568 -0.463 0.0 -0.4 0.0
C 0.330 2.738 -2.995 -0.3 -0.3 -0.5
H 0.380 3.699 -2.483 0.0 0.1 -0.1
H -1.512 3.498 -1.129 -0.2 -0.5 0.0
H -0.348 2.806 -3.862 0.3 0.1 0.3
H -2.689 2.315 -1.825 0.4 0.1 0.2
H 1.791 1.100 -0.805 -0.1 0.2 0.1
H 1.327 2.450 -3.336 -0.1 0.0 0.1
C -1.825 2.435 -1.153 -0.2 -0.2 0.0
H 1.020 2.630 -0.248 0.2 -0.1 0.1
H -2.123 2.091 -0.140 0.3 0.1 -0.7
H 0.496 1.055 0.437 0.1 0.2 -0.3
P -0.050 -2.419 -1.824 -0.1 -1.2 0.2
C 1.277 -2.268 -0.625 0.2 0.2 0.0
C -1.337 -3.429 -0.969 -0.2 0.4 0.0
H -0.179 -3.607 -3.904 0.3 -0.2 0.3
H 0.660 -4.511 -2.588 0.1 -0.2 -0.3
H 1.524 -3.223 -3.491 0.0 -0.1 0.0
C 0.563 -3.548 -3.090 -0.3 0.2 -0.4
H -2.305 -3.384 -1.497 0.5 -0.2 0.2
H -0.933 -4.460 -0.963 -0.2 0.4 0.0
H 1.541 -3.308 -0.405 0.2 0.1 0.2
H 0.960 -1.756 0.288 0.0 -0.1 -0.2
H -1.489 -3.074 0.073 0.2 -0.2 -0.7
H 2.123 -1.750 -1.084 0.0 -0.1 0.2
Cl -2.566 -0.692 -1.886 0.4 0.3 -1.1
C 0.355 -1.478 3.295 0.2 -0.6 0.1
N -0.273 -0.174 3.476 0.5 0.4 0.5
C -1.175 0.367 2.597 0.3 1.1 1.7
Se -1.694 -0.501 1.071 -0.4 0.8 0.7
N -1.505 1.600 3.166 2.0 -1.9 1.1
C -0.811 1.799 4.386 -1.5 0.1 -2.1
C -0.848 2.813 5.305 0.3 1.1 1.4
C -0.036 2.680 6.450 -0.4 -0.2 -0.9
C 0.772 1.522 6.637 0.4 -1.3 -0.9
C 0.791 0.490 5.673 0.1 0.8 0.7
C -0.026 0.684 4.547 0.8 -2.2 -0.2
H 1.305 -1.407 2.729 -0.5 0.1 0.4
H -0.350 -2.106 2.729 0.4 0.1 0.4
H 0.545 -1.929 4.287 -0.1 0.2 -0.6
H -2.166 2.225 2.836 -1.6 1.2 -0.9
H -1.478 3.684 5.144 0.2 -0.1 0.2
H 0.003 3.454 7.220 -0.2 -0.2 -0.4
H 1.398 1.435 7.539 -0.4 0.0 -0.5
H 1.384 -0.431 5.743 -0.2 0.6 0.3


66
Properties=species:S:1:pos:R:3:forces:R:3 method="wB97M-V/def2-TZVPD" spin_multiplicity=2 lumo_energy_ev="2.13 / 2.12" e_tot_ha=-5311.254973 charge=-1 orbital_gap_ev="1.871 / 10.385" s_squared=0.75 homo_ev="0.3 / -8.3"
C -4.814 2.570 4.701 -1.1 -0.7 -1.2
O -4.074 1.315 4.599 -0.5 -0.2 1.7
C -3.063 1.181 3.774 2.8 3.1 -1.5
O -2.754 2.070 2.946 -0.6 -3.0 1.6
O -2.243 0.124 4.150 -3.6 1.0 -0.1
C -1.343 -0.401 3.223 2.1 0.9 -0.5
H -5.192 2.756 3.696 0.3 0.5 0.0
H -4.397 3.462 5.169 1.2 -0.5 -0.4
H -5.708 2.397 5.300 0.2 -0.8 0.1
H -0.569 0.361 3.134 0.6 -0.2 0.0
H -1.608 -0.569 2.179 -1.1 -0.2 0.4
H -0.926 -1.295 3.685 -0.1 0.0 -0.2
C -2.737 7.088 -0.396 0.0 1.6 -0.9
O -1.763 6.148 -0.114 1.8 -2.0 1.3
C -0.542 6.555 0.294 1.6 -0.8 -0.3
O -0.155 7.711 0.382 -0.9 -2.4 0.0
O 0.365 5.459 0.501 -0.7 2.7 -0.2
C 0.088 4.046 0.578 -1.9 0.8 -0.1
H -2.360 7.622 -1.268 -0.3 0.5 -0.1
H -2.844 7.802 0.421 -0.3 -0.1 0.0
H -3.663 6.595 -0.691 0.2 -0.2 0.4
H 0.932 3.522 1.026 0.1 0.4 -0.2
H -0.183 3.670 -0.409 0.3 -0.1 0.0
H -0.804 3.949 1.197 0.1 -0.5 0.2
C 4.760 -5.615 0.098 0.8 -1.0 1.6
O 3.834 -4.574 0.331 1.3 0.4 -1.4
C 2.579 -4.923 0.444 -1.6 -1.9 -0.5
O 2.128 -6.073 0.424 0.7 2.1 0.2
O 1.922 -3.782 0.510 -0.9 0.1 0.8
C 0.499 -3.787 0.701 -0.5 0.3 -1.0
H 4.758 -6.102 1.073 0.6 -0.7 -0.2
H 5.764 -5.235 -0.093 -0.3 0.6 0.1
H 4.592 -6.383 -0.657 -0.9 0.4 -0.2
H 0.045 -4.662 1.166 0.6 0.0 0.2
H 0.068 -3.702 -0.296 -0.2 -0.1 0.0
H 0.231 -2.865 1.218 0.2 -0.2 0.3
C 0.381 0.196 0.199 1.8 -0.5 0.1
C 1.063 0.128 -1.180 -2.2 0.9 0.7
O 2.194 -0.625 -0.936 0.2 0.0 -0.9
C 2.535 -0.515 0.365 1.7 -1.4 2.2
O 3.464 -1.136 0.864 -2.2 2.1 -1.3
O 1.649 0.293 1.011 -0.9 -0.7 -0.4
F 1.383 1.424 -1.553 0.4 -0.4 -0.1
H -0.079 -0.763 0.439 0.1 -0.1 -0.1
H -0.361 0.964 0.416 0.6 0.4 -0.1
H 0.396 -0.279 -1.940 0.6 -0.3 -0.2
C -3.803 -3.118 0.456 -1.0 -1.4 0.5
Cl -3.128 -4.649 1.085 0.2 -0.7 0.1
Cl -2.530 -2.035 0.125 0.8 1.2 -0.3
H -4.341 -3.362 -0.460 0.0 0.2 0.0
H -4.465 -2.824 1.271 0.1 0.6 -0.4
C 0.828 -2.866 -4.735 -0.1 0.1 1.3
Cl 0.929 -3.436 -3.002 0.0 0.0 -0.9
Cl 0.613 -1.072 -4.649 0.2 -1.0 -0.6
H 1.747 -3.207 -5.211 0.0 0.7 0.1
H -0.035 -3.337 -5.206 0.0 0.3 0.2
C 4.689 -2.508 -2.499 -0.6 -0.9 -0.8
Cl 6.301 -2.114 -2.038 1.0 0.8 0.4
Cl 4.271 -2.021 -4.153 0.1 0.5 -0.6
H 4.748 -3.591 -2.612 -0.9 0.2 0.7
H 3.923 -2.041 -1.880 0.4 -0.6 0.3
C -0.555 3.224 -3.541 1.1 -0.8 0.0
Cl -1.445 1.723 -3.154 0.0 0.4 -0.2
Cl -1.134 4.629 -2.715 -0.8 0.8 0.1
H 0.453 3.114 -3.141 -0.1 -0.4 -0.3
H -0.513 3.367 -4.621 -0.3 0.0 0.2